1.
Density functional theory data (ωB97M-V/def2-TZVPD) for a structure of composition C41H37BrF4LaN7O2 in a non-equilibrium geometry.

Geometry as ORCA input:
```
! wB97M-V def2-TZVPD RIJCOSX def2/J DEFGRID3
* xyz 0 1
La 0.46324 -0.26894 0.29019
Br 2.73799 -0.46775 -3.93856
F -3.49418 0.68632 3.87906
F -4.94413 -3.78856 3.75445
F -3.24136 -4.37315 1.86884
F -1.55731 0.14636 2.13477
O 4.68626 -1.06984 0.92311
O 0.98861 0.15784 3.19419
N -1.44071 -2.66580 -1.75090
N -2.21333 1.45119 -0.02850
N 0.08904 2.71671 0.64915
N 0.70776 1.01650 -2.81961
N 2.66517 -0.38356 1.78889
N -1.20839 -2.27562 1.03762
N 2.52898 1.89357 -0.33557
C 0.04016 5.13736 2.00429
C -0.01131 2.31823 -5.16842
C -0.96368 -3.81479 -0.98017
C -1.06379 3.36903 0.82360
C -4.10017 -2.81400 3.35277
C -2.19707 -2.15619 1.91313
C -0.81762 -3.58899 0.55162
C 5.38823 -1.59193 3.91414
C -2.29174 2.74490 0.29327
C 2.49085 2.58089 0.81161
C -4.58667 1.39592 -0.29959
C 3.14893 -0.67092 4.04092
C 4.26432 -1.08105 3.30710
C -4.24585 -1.55689 3.91575
C -0.99294 -2.78727 -3.13963
C -0.67194 2.58446 -3.97668
C 3.14472 -0.75571 5.41746
C -2.40958 -0.88027 2.51748
C 4.81499 2.18224 1.21798
C 1.32719 0.78380 -3.95862
C -1.41842 -1.62666 -4.03555
C -3.49065 3.45565 0.18422
C 3.60610 2.70831 1.63899
C -3.16668 -3.10850 2.38151
C -3.38094 -0.58639 3.43999
C 1.02131 1.40082 -5.16568
C 4.87289 1.55918 -0.01825
C 2.01881 -1.89168 -0.90726
C 3.94177 -0.86536 1.86266
C 1.21632 3.25456 1.11536
C -0.26989 1.91482 -2.83278
C -4.65592 2.76652 -0.10589
C -2.88750 -2.49948 -1.63745
C 3.69557 1.41295 -0.73567
C 4.26445 -1.31253 6.03411
C -3.33276 0.79965 -0.29784
C 1.23440 4.48038 1.78359
C 5.36355 -1.72996 5.29858
C -3.78491 -3.60178 -2.21548
C 2.14094 -0.24539 3.02459
C -1.12988 4.57956 1.51761
H -3.51493 4.52567 0.32219
H 1.76626 -2.22383 -1.91099
H -0.83442 -1.64024 -4.95639
H -3.11282 -2.40581 -0.57501
H -5.60114 3.28864 -0.16255
H -5.47312 0.79974 -0.45664
H 6.24530 -1.88019 3.32399
H 1.57557 1.16401 -6.05982
H 4.27825 -1.42974 7.10967
H 3.69215 0.88141 -1.67709
H 2.16962 4.90993 2.10396
H -1.25108 -0.68252 -3.52335
H 5.79273 1.15076 -0.39919
H 5.69307 2.25130 1.84443
H 3.52249 3.18324 2.60332
H -3.14351 -1.55797 -2.13135
H -0.74386 2.09901 -1.88073
H 6.21263 -2.17168 5.80355
H -2.07244 5.07085 1.69884
H -1.62357 -4.67698 -1.14242
H 3.02456 -1.47273 -0.95049
H 0.02346 6.07673 2.53835
H -2.47046 -1.69350 -4.30507
H 0.09852 -2.82785 -3.12185
H -1.35820 -4.38616 1.05721
H -1.34320 -3.72628 -3.59840
H -3.72203 -4.51734 -1.63455
H -0.28989 2.82207 -6.08077
H -4.81697 -3.26210 -2.18761
H -1.47876 3.29870 -3.93739
H -4.97462 -1.35517 4.67710
H 0.24283 -3.72578 0.80384
H -3.21856 -0.25087 -0.51150
H 0.01839 -4.08533 -1.36836
H 2.11556 -2.79712 -0.30245
H -3.53195 -3.82019 -3.24895
H 2.30787 -0.40439 6.00302
*
```

Values from the calculation:
Orbital gap   6.168 eV
HOMO level   -6.7 eV
ΔE to the lowest compared entry with this formula, charge and spin   89.8 kJ/mol
E_tot   -139417.1067 eV

***

2.
Density functional theory data (ωB97M-V/def2-TZVPD) for a structure of composition C41H37Cl2CoN5O6.

Geometry as ORCA input:
```
! wB97M-V def2-TZVPD RIJCOSX def2/J DEFGRID3
* xyz -2 4
Co 1.29505 1.56341 1.02813
Cl -6.59337 -1.73334 0.42419
Cl -1.98837 -2.05583 -2.43942
O -0.85269 4.54460 -1.15240
O 0.33353 0.07127 1.99063
O 5.44103 1.74307 0.05759
O 2.13896 4.38034 4.36643
O 0.96760 -0.07882 -0.82974
O -0.57769 -0.67026 3.90048
N 3.37230 0.88976 0.69042
N 2.17007 3.00165 -0.22607
N -3.68371 -2.06614 0.13625
N 1.68673 2.86760 2.57580
N -0.37982 2.61879 0.06024
C 1.17123 -0.92707 -1.66252
C 1.24493 -2.38531 -1.28418
C -4.42783 -1.83941 -3.50174
C -3.74264 1.91675 1.42008
C 4.40416 -1.18942 -0.07090
C -1.73409 2.93424 2.54743
C -4.33671 -1.96601 -1.06657
C 4.69545 -3.02265 1.47876
C 4.21575 -2.21738 2.50210
C -2.57802 -2.87009 0.47570
C 1.96961 5.07924 -1.31603
C 3.81621 -0.90646 2.26948
C -6.44824 -1.58395 -2.25285
C 3.88638 -0.38941 0.96257
C 4.52877 -0.65354 -1.46867
C -0.08812 3.72910 -0.60688
C -1.79493 -0.94670 1.87481
C 3.48933 3.03826 -0.30459
C -1.73582 2.24923 0.12910
C -0.47943 -4.48364 1.28507
C -1.65989 1.65026 -2.31132
C -3.70578 1.29858 -0.89279
C -0.58152 -0.46379 2.68494
C -1.64856 -2.36476 1.39135
C -2.38699 1.72663 -0.99965
C 4.13550 4.11915 -0.88436
C -5.72938 -1.76256 -1.08821
C 1.34711 -0.56845 -3.12109
C -1.39985 -4.96165 0.36219
C -0.61147 -3.19902 1.79534
C 3.35513 5.15331 -1.38535
C 4.20734 1.80058 0.19819
C 3.33784 -0.04618 3.40214
C -4.38909 1.38465 0.31245
C -5.79661 -1.63679 -3.47498
C 4.79510 -2.49737 0.20085
C 1.91037 3.61434 3.46096
C 1.40670 3.96419 -0.71487
C -2.42355 2.35215 1.34755
C -3.71247 -1.97962 -2.32406
C -2.46064 -4.16010 -0.02976
H 1.46089 0.50848 -3.22794
H -2.67734 -0.86850 2.52195
H 0.11613 -2.81669 2.50102
H -4.20164 0.89696 -1.77266
H 1.25483 -3.04300 -2.15461
H -2.21825 1.04602 -3.03070
H 2.25337 0.07357 3.37628
H -7.51476 -1.41725 -2.19193
H 0.40562 -2.63213 -0.63469
H -1.94812 -0.29479 1.01225
H -0.88178 2.32840 2.85849
H 2.21189 -1.08745 -3.53775
H -5.41849 1.04985 0.38521
H 4.55666 -1.46991 -2.19568
H -4.26637 1.99583 2.36751
H 2.15867 -2.53656 -0.70304
H 4.99638 -4.04514 1.67819
H -1.33017 3.92211 2.31903
H -1.51881 2.65455 -2.71855
H 5.21523 4.11944 -0.93284
H -3.88395 -1.84705 -4.43646
H -1.30007 -5.96041 -0.04601
H 0.46103 -0.89583 -3.67286
H -3.20213 -4.52322 -0.73300
H 3.60959 -0.49469 4.35985
H 5.17763 -3.11007 -0.61060
H 4.15166 -2.60728 3.51280
H -2.42732 3.01611 3.38651
H 3.82862 6.01617 -1.84058
H 1.31790 5.84680 -1.70906
H 0.35327 -5.10155 1.59743
H 5.43526 -0.05258 -1.56638
H -6.34800 -1.50350 -4.39574
H 3.69578 0.01087 -1.70423
H -3.98945 -1.41493 0.84409
H 3.76126 0.95626 3.33863
H -0.66991 1.21564 -2.16612
*
```

Values from the calculation:
Orbital gap (spin up / spin down)   6.432 / 6.606 eV
HOMO level (spin up / spin down)   -2.7 / -2.9 eV
E_tot   -125532.6441 eV

***

3.
Density functional theory data (ωB97M-V/def2-TZVPD) for a structure of composition C41H37F5P2SV in a non-equilibrium geometry.

Geometry as ORCA input:
```
! wB97M-V def2-TZVPD RIJCOSX def2/J DEFGRID3
* xyz 2 2
V 2.75988 0.62148 0.30530
S -1.48935 -0.51570 2.96445
P -0.68344 1.26533 0.73101
P -1.41526 -1.35101 -1.61437
F -6.35591 0.84148 2.38052
F -3.73191 1.16509 1.90420
F -7.22581 -1.17677 4.04049
F -5.40608 -2.91249 5.15116
F -2.73861 -2.63470 4.59431
C 4.97728 -0.93019 -0.20486
C 1.52798 -0.05574 1.92185
C -3.62536 -1.75653 4.08510
C 0.01150 -4.53364 0.53637
C 1.43560 -4.25309 -1.40892
C -0.31768 0.01379 -1.82940
C -3.65506 -0.90434 -5.02124
C -2.76898 -3.14496 -5.08210
C -4.98260 -1.91342 4.34959
C 4.48452 1.44762 0.67508
C -5.46904 0.00449 2.96408
C 3.75909 2.34863 -1.65991
C -3.12817 -0.70487 3.27305
C -1.49699 5.82736 0.51574
C -2.24148 -1.69625 -3.20462
C -3.53593 -2.13510 -5.66697
C 0.96611 1.27626 1.61389
C -3.01151 -0.67766 -3.80436
C 3.62316 2.31577 -0.16527
C -5.91082 -1.03372 3.78931
C 2.32269 -0.20811 3.08680
C -4.11227 0.15848 2.73229
C 3.76512 0.94011 -2.28551
C 2.03768 2.11754 3.64305
C -0.10288 3.94899 -0.13156
C -0.90371 3.09424 0.64212
C -0.42661 5.30512 -0.21782
C 0.09681 0.89612 -0.86792
C 1.34637 2.35193 2.46336
C 5.50372 0.48788 0.11772
C 1.10333 -4.94211 -0.23869
C 2.47713 0.83680 3.98907
C 0.64366 -3.18988 -1.84170
C -2.21387 4.99766 1.38746
C -2.13012 -2.93676 -3.85593
C 2.93304 -0.05538 -1.51535
C -2.69715 -0.97615 -0.41241
C -0.47713 -2.79995 -1.08496
C -0.77238 -3.45314 0.12364
C 3.52351 -0.98004 -0.53132
C -1.89225 3.64609 1.47428
H 3.34977 3.27820 0.28970
H -3.02728 5.39582 1.99588
H 0.78062 3.56929 -0.64844
H -0.23602 -5.04670 1.46683
H 2.94815 2.95459 -2.09946
H -2.38955 3.00087 2.19801
H 6.30102 0.36323 0.86991
H 4.65764 2.89329 -1.99262
H -2.23716 -0.91706 0.58793
H -3.17726 -0.01544 -0.65848
H -2.66456 -4.10466 -5.58223
H 2.93383 0.68423 4.96470
H 2.20321 2.93950 4.35054
H 3.11761 -2.00339 -0.53341
H -1.77777 6.87659 0.41358
H 2.09718 -0.46212 -2.09257
H 5.24023 -1.62593 0.61312
H 0.10712 0.07300 -2.83709
H 1.12693 -0.92513 1.38262
H 4.80869 1.89116 1.62762
H -3.46242 -1.76661 -0.38419
H 0.93928 1.60470 -1.12311
H 1.00744 3.36995 2.23023
H 4.79056 0.57807 -2.45049
H -1.60936 -3.11614 0.73692
H 0.89645 -2.65963 -2.76165
H 6.03193 0.88377 -0.76767
H 2.70724 -1.19799 3.32284
H -1.53443 -3.73477 -3.40264
H 1.69998 -5.79973 0.07714
H -3.09471 0.29259 -3.30652
H -4.25202 -0.11002 -5.46920
H 0.16272 5.95817 -0.86617
H 5.55196 -1.33431 -1.05502
H 3.34476 1.02525 -3.29608
H 2.31373 -4.54148 -1.99101
H -4.03532 -2.30770 -6.61962
*
```

Values from the calculation:
Orbital gap (spin up / spin down)   7.031 / 5.834 eV
HOMO level (spin up / spin down)   -13.5 / -13.3 eV
ΔE to the lowest compared entry with this formula, charge and spin   3.5 kJ/mol
E_tot   -111784.3902 eV

***

4.
Density functional theory data (ωB97M-V/def2-TZVPD) for a structure of composition C41H38CrFGeN7O5.

Geometry as ORCA input:
```
! wB97M-V def2-TZVPD RIJCOSX def2/J DEFGRID3
* xyz 3 4
Ge -0.34972 4.57764 3.12103
Cr -0.15310 1.58878 0.26790
F 2.52608 -3.59473 -3.07010
O 3.04462 3.72630 -0.95932
O -3.45999 -0.12306 1.61040
O -2.01102 1.14266 0.48981
O 0.17706 -0.24944 -0.32337
O 3.62616 2.40253 1.53459
N -1.84043 4.33797 -0.05843
N 1.71132 2.21851 0.22520
N 1.66162 -8.46274 -3.33020
N 0.90265 -5.91855 -3.17641
N -2.30520 -3.49525 -0.44838
N 0.41118 1.10609 2.20729
N 0.03149 2.09459 -1.74196
C 2.38548 -7.53610 -4.26529
C 1.41226 4.97866 2.71454
C 0.57046 2.86492 -4.32717
C 1.59413 0.22334 4.54179
C -0.32839 0.51036 3.15244
C 1.17517 2.73238 -2.03328
C 0.52961 -4.76448 -2.48171
C -0.24592 -2.42691 -1.07377
C -2.68366 -2.36604 0.15016
C -3.17803 -4.68402 -0.33265
C 2.23817 -6.10233 -3.75849
C 3.13251 6.14880 1.50773
C 0.23214 0.05817 4.33294
C -2.54092 -0.00815 0.83154
C 0.98850 -2.48921 -1.73847
C -1.08289 3.57574 0.35119
C -1.82081 5.70020 3.01634
C 1.80330 5.80861 1.65046
C 1.35000 -3.60702 -2.41870
C 1.47967 3.13825 -3.31651
C -3.03912 5.23820 3.53796
C 3.69007 4.87727 3.49032
C -0.66914 -4.70904 -1.78586
C 1.72686 1.29406 2.42193
C 2.35354 0.86090 3.57146
C -0.60609 2.19203 -4.02263
C 2.36519 4.50084 3.62798
C -1.07848 -3.55147 -1.10513
C 4.06788 5.68787 2.43113
C -4.08207 7.28587 2.85215
C -0.65035 -1.21862 -0.39005
C -1.93645 -1.21215 0.18029
C -0.09544 -6.78330 -3.78602
C -1.74333 6.96658 2.40991
C 2.11950 2.96500 -0.86650
C -2.71767 -5.63113 0.76021
C -2.87519 7.75445 2.33436
C 0.16351 -8.23083 -3.38089
C 2.49313 2.04538 1.34871
C -4.16669 6.03825 3.45589
C -0.84668 1.82501 -2.71203
H -1.33334 1.95866 -4.78709
H 2.43993 -5.43276 -4.59727
H 5.10808 5.96150 2.31542
H -5.10720 5.69392 3.86334
H -1.10165 -6.51306 -3.48494
H -4.96356 7.91114 2.79555
H 4.42866 4.52892 4.19875
H 0.77248 3.17685 -5.34319
H -0.06567 -6.67884 -4.87521
H 1.95846 -7.69273 -5.25312
H 1.07824 6.17190 0.93168
H -3.22380 -5.16896 -1.30594
H 3.44828 6.77248 0.68328
H 3.43445 -7.82164 -4.29672
H -1.75655 1.31955 -2.41248
H 2.41398 3.65371 -3.49154
H 3.41562 1.03623 3.67716
H 2.05521 -0.13170 5.45402
H -2.82424 8.73767 1.88659
H 1.87470 -9.43697 -3.54785
H 2.07431 3.84976 4.44531
H -1.69613 -5.97494 0.59412
H -0.39863 -0.41400 5.07275
H 1.99707 -8.29259 -2.38108
H -4.17806 -4.30905 -0.12691
H -2.75522 -5.14367 1.73419
H -3.10415 4.26780 4.01598
H -0.22475 -8.46104 -2.39124
H -3.64670 -2.37503 0.64619
H -0.80019 7.34433 2.03419
H -0.26033 -8.92947 -4.09979
H -2.52276 4.97500 -0.43513
H -1.29411 -5.58590 -1.74765
H 1.65224 -1.63555 -1.72545
H -0.57736 3.33396 3.96732
H 2.99011 -5.91246 -2.99475
H -3.37431 -6.49941 0.79525
H -1.38962 0.41479 2.96189
*
```

Values from the calculation:
Orbital gap (spin up / spin down)   7.254 / 7.155 eV
HOMO level (spin up / spin down)   -15.3 / -15.3 eV
E_tot   -151436.5981 eV

***

5.
Density functional theory data (ωB97M-V/def2-TZVPD) for a structure of composition C41H38F3N7O5PRu.

Geometry as ORCA input:
```
! wB97M-V def2-TZVPD RIJCOSX def2/J DEFGRID3
* xyz -2 6
Ru 0.20506 -0.01592 0.51160
P 2.35666 1.20344 0.85001
F -2.15465 3.14260 6.08036
F -4.13860 3.06883 5.23819
F -3.31243 1.29667 6.12964
O -0.70708 -0.13268 -1.41324
O -4.57991 5.58715 -1.84379
O -2.87473 7.11304 -2.18877
O 0.87730 2.66006 -0.63803
O 1.54075 4.79014 -0.84142
N 0.46231 -1.51894 1.98753
N 4.77767 0.61012 2.19654
N 2.14928 -1.03171 -1.56344
N 4.00113 2.94650 2.26856
N -1.25591 1.15138 1.56593
N 4.93200 2.02249 0.18841
N 1.39886 -1.37281 -0.43111
C 0.68732 3.87816 -0.87258
C 4.31589 0.15379 -4.90322
C 1.18915 -2.61007 1.50884
C 4.75897 3.19845 1.04047
C 1.42256 -3.71671 2.38023
C -1.77841 3.36256 -0.94195
C -0.69237 0.04349 -3.74648
C -0.75268 4.27191 -1.15027
C -2.37057 1.94932 4.06738
C -2.21397 0.34635 -6.09957
C -2.96336 2.35027 5.33511
C 0.45164 -2.45649 4.19063
C 1.46292 -0.37792 -2.45804
C 2.58616 2.67271 1.95138
C 4.62045 1.83475 2.98088
C 5.51748 0.94640 0.97977
C -1.95454 0.64510 -3.72096
C 2.99288 2.15332 -4.82862
C 0.03440 -0.12517 -2.46867
C 2.34519 0.23976 -3.50612
C 1.07086 -3.63445 3.69342
C -2.69968 0.80563 -4.88028
C -0.98032 -0.29250 -6.13360
C 2.13082 1.54835 -3.92149
C -1.03036 5.58236 -1.56999
C -3.36107 4.99783 -1.56987
C -1.35861 2.71136 3.41840
C -2.28950 0.46523 2.17020
C 1.70487 -2.50137 0.21121
C 2.55917 -3.56971 -0.40110
C -2.34474 5.90111 -1.77455
C -2.85663 0.81431 3.35387
C 3.45498 -0.44411 -3.99272
C 3.44675 0.06550 1.84336
C -0.23520 -0.45124 -4.97191
C -0.85603 2.29898 2.21935
C -4.28495 6.92761 -2.23179
C 0.15740 -1.45764 3.28836
C 3.64657 1.61826 -0.41392
C -3.12054 3.71766 -1.14591
C 4.08369 1.45676 -5.33101
H 1.90337 -4.60469 1.98986
H -0.11000 2.88200 1.69439
H -2.64190 -0.40725 1.63143
H 3.50474 -3.68939 0.13881
H 3.63664 -1.44973 -3.63528
H 6.52843 1.24917 1.27072
H 0.18145 -2.34082 5.23018
H 3.25972 2.43123 -1.02629
H 5.17405 -0.39605 -5.27227
H 4.24599 3.97243 0.46725
H 2.78917 -3.30806 -1.43070
H 2.16582 3.54565 1.44670
H -0.98324 3.62775 3.85569
H -3.66710 0.21267 3.74649
H -0.59548 -0.68113 -7.06976
H -1.52370 2.36395 -0.59396
H -3.66384 1.29847 -4.82777
H 5.61619 2.15719 3.30135
H 1.30222 2.10580 -3.49800
H -2.79197 0.47585 -7.00699
H 3.57820 -0.85609 1.26958
H 5.58544 0.05316 0.35475
H 2.05498 -4.54089 -0.39386
H 1.26290 -4.47184 4.35533
H 2.81621 3.17935 -5.12652
H 2.92211 -0.21295 2.76138
H 3.79750 0.74136 -1.04942
H 0.71331 -0.97296 -5.01449
H 4.75990 1.93073 -6.03260
H -0.21598 6.27986 -1.70619
H 2.03166 2.50786 2.87776
H -4.76218 7.61979 -1.53455
H -0.37591 -0.56603 3.59986
H -3.92682 3.01722 -0.96978
H 5.75285 3.55770 1.32495
H -2.33100 0.98947 -2.77012
H -4.64418 7.09257 -3.24998
H 4.02474 1.61073 3.86880
*
```

Values from the calculation:
Orbital gap (spin up / spin down)   4.323 / 6.313 eV
HOMO level (spin up / spin down)   -0.1 / -2.1 eV
ΔE to the lowest compared entry with this formula, charge and spin   0.0 kJ/mol
E_tot   -83824.9783 eV